No. 1
C34H34As2O6PbS2 | ωB97M-V with the def2-TZVPD basis set

## Properties
HOMO-LUMO gap (eV): 7.428
Relative energy (zero: lowest compared OMol25 entry of this formula, charge and spin) (kJ/mol): 143.3
Highest occupied orbital energy (eV): -7.7
Strongest force on any atom (Eh/bohr): 0.0115

Structure (ORCA input):
```
! RIJCOSX wB97M-V def2-TZVPD def2/J DEFGRID3
* xyz 0 1
Pb -0.700 0.143 0.276
C -2.110 -0.299 2.464
C -0.878 -0.975 2.658
C -0.828 -2.067 1.738
C -2.033 -2.069 0.991
C -2.822 -0.974 1.429
C -4.246 -0.684 1.045
C -2.446 -3.119 0.000
C 0.218 -3.146 1.738
C 0.126 -0.724 3.741
C -2.665 0.820 3.293
H -4.373 0.280 0.547
H -4.882 -0.671 1.932
H -4.634 -1.452 0.376
H -1.589 -3.556 -0.514
H -3.105 -2.715 -0.769
H -2.984 -3.932 0.497
H 1.116 -2.898 1.167
H -0.183 -4.071 1.323
H 0.544 -3.357 2.758
H 1.149 -0.670 3.363
H 0.094 -1.529 4.481
H -0.074 0.212 4.261
H -3.274 0.427 4.113
H -3.300 1.481 2.701
H -1.878 1.434 3.730
S 2.526 -0.864 -0.359
C 3.023 -0.847 -2.048
C 4.399 -0.922 -2.278
C 4.889 -0.939 -3.570
C 3.996 -0.932 -4.633
C 2.631 -0.889 -4.400
C 2.115 -0.826 -3.108
As 0.165 -0.721 -2.861
C -0.276 -2.581 -3.281
C 0.653 -3.615 -3.200
C 0.251 -4.939 -3.345
C -1.081 -5.243 -3.580
C -2.015 -4.218 -3.664
C -1.616 -2.900 -3.504
C -0.272 0.147 -4.550
C -0.750 -0.527 -5.668
C -1.038 0.174 -6.833
C -0.844 1.547 -6.889
C -0.360 2.220 -5.775
C -0.077 1.527 -4.606
H 5.074 -0.960 -1.433
H 5.956 -0.977 -3.746
H 4.363 -0.962 -5.651
H 1.953 -0.884 -5.245
H 1.700 -3.395 -3.030
H 0.985 -5.732 -3.277
H -1.392 -6.273 -3.697
H -3.058 -4.447 -3.845
H -2.358 -2.110 -3.553
H -0.897 -1.599 -5.644
H -1.411 -0.358 -7.700
H -1.067 2.089 -7.798
H -0.200 3.290 -5.810
H 0.316 2.050 -3.745
O 0.315 4.290 -1.998
As 0.676 3.007 -0.827
O 1.194 1.643 -1.601
O -0.696 2.822 0.087
C 2.280 3.791 -0.030
C 2.598 5.100 -0.363
C 3.798 5.671 0.047
C 4.707 4.944 0.792
C 4.412 3.635 1.148
C 3.214 3.074 0.735
S 2.875 1.450 1.325
O 3.367 0.549 0.119
O 3.713 1.152 2.438
O 1.447 1.355 1.465
H -0.631 4.466 -1.897
H 1.901 5.667 -0.963
H 4.021 6.695 -0.225
H 5.639 5.392 1.109
H 5.089 3.053 1.757
*
```


No. 2
C34H34AsMoN8O9S2Si | ωB97M-V with the def2-TZVPD basis set

## Properties
HOMO-LUMO gap (alpha / beta) (eV): 7.508 / 7.506
Highest occupied orbital energy (alpha / beta) (eV): -10.4 / -10.4
Strongest force on any atom (Eh/bohr): 0.0268

Structure (ORCA input):
```
! RIJCOSX wB97M-V def2-TZVPD def2/J DEFGRID3
* xyz 1 1
Mo -0.909 -0.100 -0.294
N 1.092 -2.147 3.481
N 1.017 -3.498 3.138
C 0.340 -3.900 2.046
N 0.347 -5.206 1.787
N -0.238 -2.918 1.331
N -0.972 -3.230 0.262
O -1.218 -4.360 -0.122
O -1.368 -2.262 -0.435
H 1.939 -1.727 3.109
H 1.076 -2.067 4.488
H 1.693 -4.142 3.526
H 0.801 -5.851 2.410
H -0.158 -5.537 0.979
O -3.381 2.821 -1.383
As -4.089 1.360 -0.749
O -4.795 1.616 0.679
O -2.655 0.374 -0.572
C -5.032 0.540 -2.179
C -6.361 0.928 -2.337
C -7.110 0.425 -3.387
C -6.525 -0.466 -4.278
C -5.205 -0.855 -4.124
C -4.448 -0.359 -3.072
S -1.854 0.175 -3.427
O -2.320 1.531 -3.118
O -3.163 -0.805 -2.915
O -0.863 -0.320 -2.385
H -2.915 2.544 -2.203
H -6.809 1.616 -1.630
H -8.141 0.725 -3.509
H -7.104 -0.864 -5.102
H -4.741 -1.557 -4.805
C -0.783 5.115 -0.859
N -1.218 4.413 0.340
C -2.005 4.945 1.341
C -2.243 3.970 2.224
N -1.578 2.822 1.771
C -0.980 3.115 0.580
S -0.088 2.183 -0.519
C -1.679 1.600 2.490
C -1.949 1.697 3.850
C -2.323 0.567 4.546
C -2.426 -0.631 3.862
C -2.038 -0.652 2.542
N -1.613 0.425 1.862
H -1.243 6.098 -0.860
H -1.097 4.555 -1.738
H 0.301 5.212 -0.868
H -2.350 5.963 1.315
H -2.878 3.969 3.087
H -1.879 2.648 4.355
H -2.553 0.633 5.601
H -2.779 -1.535 4.336
H -2.067 -1.568 1.983
O 0.866 -0.555 -0.133
Si 2.520 -0.554 -0.385
C 3.033 -2.132 -1.222
C 2.675 -3.383 -0.713
C 3.097 -4.554 -1.320
C 3.900 -4.494 -2.452
C 4.274 -3.263 -2.969
C 3.843 -2.092 -2.359
C 2.942 0.931 -1.412
C 3.956 1.811 -1.032
C 4.267 2.916 -1.815
C 3.563 3.155 -2.986
C 2.551 2.287 -3.379
C 2.247 1.182 -2.600
C 3.261 -0.417 1.324
C 2.800 0.576 2.197
C 3.335 0.713 3.470
C 4.342 -0.147 3.895
C 4.815 -1.134 3.042
C 4.279 -1.265 1.765
H 2.057 -3.437 0.176
H 2.803 -5.515 -0.916
H 4.232 -5.406 -2.929
H 4.900 -3.214 -3.850
H 4.136 -1.137 -2.779
H 4.508 1.640 -0.115
H 5.058 3.589 -1.510
H 3.805 4.015 -3.597
H 2.002 2.471 -4.294
H 1.451 0.513 -2.914
H 2.012 1.249 1.872
H 2.975 1.493 4.130
H 4.765 -0.038 4.885
H 5.608 -1.796 3.367
H 4.657 -2.039 1.106
*
```


No. 3
C34H34BCl36F8I2N2O6PS | ωB97M-V with the def2-TZVPD basis set

## Properties
HOMO-LUMO gap (eV): 8.443
Highest occupied orbital energy (eV): -8.8
Strongest force on any atom (Eh/bohr): 0.0460

Structure (ORCA input):
```
! RIJCOSX wB97M-V def2-TZVPD def2/J DEFGRID3
* xyz 0 1
C 4.871 -0.631 0.390
C 3.647 0.218 0.124
C 4.044 1.683 0.033
N 2.541 -0.328 -0.216
C 1.236 -0.078 0.318
O 0.342 -1.134 0.030
C 0.529 -2.522 -0.144
C 1.660 -3.072 -1.015
C 3.162 -3.085 -0.678
O 3.643 -2.587 0.556
C 3.934 -2.395 -1.833
N 5.381 -2.489 -1.710
C -0.917 -2.878 -0.707
I -2.543 -2.397 0.639
C -1.280 -3.391 -1.888
C -0.339 -3.710 -3.025
I -3.323 -3.810 -2.406
C 0.455 -3.433 1.163
C -0.160 -4.819 0.931
F 1.711 -3.729 1.710
C 0.494 1.118 -0.497
C 0.693 2.596 -0.044
C -0.474 3.261 0.685
C -0.498 3.493 2.043
C -1.550 4.105 2.678
C -2.649 4.533 1.968
C -2.622 4.350 0.600
C -1.565 3.738 -0.014
O -0.909 0.981 -0.554
C -1.652 0.831 -1.710
S -1.534 1.880 -3.191
P -3.440 1.166 -1.228
O -3.994 2.417 -1.803
B 1.226 0.926 -1.930
O 0.975 -0.200 -2.705
O 2.060 1.874 -2.503
C 1.201 -0.024 1.891
F 1.865 -1.181 2.263
F -0.058 -0.249 2.272
C 1.811 1.026 2.860
F 2.313 2.178 2.401
F 0.826 1.376 3.735
C 2.880 0.490 3.899
F 2.368 -0.337 4.781
F 3.212 1.608 4.606
F 4.013 0.078 3.349
H 4.705 -1.344 1.190
H 5.082 -1.139 -0.555
H 5.750 -0.030 0.622
H 3.325 2.313 -0.476
H 4.931 1.680 -0.611
H 4.403 2.075 0.983
H 1.575 -2.586 -1.983
H 1.381 -4.103 -1.208
H 3.534 -4.116 -0.749
H 4.235 -3.215 0.971
H 3.647 -2.983 -2.721
H 3.578 -1.378 -2.018
H 5.824 -1.596 -1.853
H 5.692 -2.924 -0.856
H 0.225 -2.854 -3.390
H -0.935 -4.018 -3.886
H 0.305 -4.566 -2.832
H -0.059 -2.895 1.958
H 0.314 -5.508 1.633
H 0.034 -5.235 -0.057
H -1.218 -4.871 1.176
H 1.595 2.887 0.484
H 0.715 3.194 -0.960
H 0.336 3.240 2.680
H -1.538 4.273 3.748
H -3.455 5.022 2.496
H -3.462 4.711 0.021
H -1.636 3.680 -1.095
H -1.635 -0.204 -2.076
H -0.548 1.392 -3.976
H -4.160 0.069 -1.726
H -3.417 1.262 0.176
H 1.739 -0.375 -3.266
H 1.871 1.896 -3.447
C 9.410 -1.084 -1.099
Cl 7.813 -0.323 -1.191
Cl 10.571 0.070 -0.438
Cl 9.321 -2.502 -0.045
Cl 9.913 -1.576 -2.718
C -2.854 -2.896 4.880
Cl -1.671 -1.798 4.176
Cl -3.239 -2.375 6.524
Cl -4.330 -2.886 3.902
Cl -2.190 -4.534 4.919
C -7.737 -2.359 -3.120
Cl -8.027 -1.242 -4.451
Cl -9.269 -2.981 -2.505
Cl -6.743 -3.707 -3.696
Cl -6.896 -1.512 -1.819
C 1.896 5.094 6.513
Cl 2.361 3.633 5.640
Cl 2.010 6.491 5.434
Cl 0.231 4.932 7.088
Cl 2.975 5.327 7.895
C 9.553 -0.633 -6.533
Cl 10.388 0.884 -6.189
Cl 9.698 -1.014 -8.250
Cl 10.281 -1.931 -5.578
Cl 7.846 -0.480 -6.102
C -2.610 6.140 10.147
Cl -4.161 6.507 10.910
Cl -1.591 5.246 11.280
Cl -2.883 5.158 8.703
Cl -1.805 7.644 9.690
C -9.798 -5.179 1.211
Cl -8.657 -4.000 0.562
Cl -10.297 -4.689 2.834
Cl -11.217 -5.260 0.158
Cl -9.028 -6.768 1.285
C -3.418 2.510 -6.985
Cl -4.812 3.593 -7.076
Cl -2.046 3.381 -6.281
Cl -3.822 1.116 -5.983
Cl -2.991 1.964 -8.612
C -9.794 2.407 -3.930
Cl -11.148 1.839 -4.917
Cl -10.101 4.067 -3.408
Cl -9.623 1.368 -2.512
Cl -8.308 2.358 -4.887
*
```


No. 4
C34H34BrN3O4RuSe | ωB97M-V with the def2-TZVPD basis set

## Properties
HOMO-LUMO gap (alpha / beta) (eV): 6.178 / 6.310
Relative energy (zero: lowest compared OMol25 entry of this formula, charge and spin) (kJ/mol): 0.0
Highest occupied orbital energy (alpha / beta) (eV): -3.9 / -4.0
Strongest force on any atom (Eh/bohr): 0.0135

Structure (ORCA input):
```
! RIJCOSX wB97M-V def2-TZVPD def2/J DEFGRID3
* xyz -1 2
Ru -0.532 -0.877 -0.453
C -3.832 -2.613 -2.685
C -2.548 -2.556 -1.884
O -1.806 -1.544 -2.087
C -2.268 -3.624 -1.032
C -1.007 -3.818 -0.438
C -0.567 -5.204 -0.055
N -0.167 -2.823 -0.290
N 1.176 -3.151 -0.121
C 1.903 -2.154 -0.508
O 1.412 -1.038 -0.976
C 3.381 -2.274 -0.451
C 3.991 -3.359 0.176
C 5.372 -3.449 0.229
C 6.161 -2.458 -0.344
C 5.558 -1.376 -0.968
C 4.174 -1.282 -1.019
H -3.962 -1.676 -3.221
H -4.677 -2.759 -2.011
H -3.814 -3.442 -3.395
H -2.980 -4.438 -0.993
H -1.384 -5.908 -0.198
H -0.241 -5.223 0.987
H 0.288 -5.510 -0.657
H 3.363 -4.118 0.621
H 5.838 -4.293 0.723
H 7.241 -2.529 -0.300
H 6.166 -0.600 -1.416
H 3.689 -0.444 -1.500
C 2.255 1.942 0.373
N 1.121 2.774 0.789
C 1.561 3.806 1.720
C -0.041 1.985 1.293
C 0.285 0.729 2.060
C 0.697 0.876 3.385
C 0.932 -0.222 4.194
C 0.710 -1.486 3.667
C 0.283 -1.630 2.355
C 0.077 -0.543 1.488
H 2.987 2.581 -0.127
H 1.914 1.173 -0.314
H 2.732 1.455 1.229
H 0.605 3.225 -0.569
H 2.010 3.378 2.624
H 0.715 4.430 2.007
H 2.310 4.433 1.232
H -0.664 1.727 0.438
H -0.630 2.654 1.924
H 0.797 1.875 3.800
H 1.248 -0.094 5.222
H 0.853 -2.367 4.283
H 0.091 -2.633 2.001
Br -2.874 3.690 -7.641
C -2.069 3.339 -5.954
C -2.123 2.056 -5.434
C -1.531 1.807 -4.206
C -0.896 2.833 -3.514
C -0.860 4.114 -4.050
C -1.446 4.375 -5.279
C -0.275 2.508 -2.190
O 0.210 3.534 -1.543
O -0.265 1.355 -1.796
H -2.621 1.266 -5.979
H -1.558 0.819 -3.761
H -0.370 4.903 -3.497
H -1.423 5.368 -5.707
Se -2.892 -0.177 0.300
C -2.887 0.515 2.083
C -3.150 1.871 2.287
C -3.161 2.413 3.565
C -2.897 1.611 4.667
C -2.633 0.261 4.475
C -2.635 -0.282 3.199
H -3.334 2.501 1.425
H -3.367 3.469 3.698
H -2.892 2.033 5.665
H -2.414 -0.377 5.323
H -2.418 -1.332 3.057
*
```


No. 5
C34H34GeN8NaO3 | ωB97M-V with the def2-TZVPD basis set

## Properties
HOMO-LUMO gap (alpha / beta) (eV): 4.434 / 3.797
Relative energy (zero: lowest compared OMol25 entry of this formula, charge and spin) (kJ/mol): 335.7
Highest occupied orbital energy (alpha / beta) (eV): -5.1 / -5.0
Strongest force on any atom (Eh/bohr): 0.0255

Structure (ORCA input):
```
! RIJCOSX wB97M-V def2-TZVPD def2/J DEFGRID3
* xyz 0 2
Na -0.094 0.185 -0.072
N -2.649 -0.355 3.248
C -1.922 -0.517 2.112
O -1.076 0.330 1.794
C -2.184 -1.775 1.296
C -2.171 -1.514 -0.204
H -2.492 0.457 3.819
H -3.335 -1.031 3.524
H -3.106 -2.236 1.699
H -1.359 -2.455 1.549
H -3.098 -1.071 -0.587
H -1.810 -2.349 -0.813
O 0.464 0.641 -8.194
C -0.287 0.965 -7.119
O -1.134 1.801 -7.236
C -0.005 0.268 -5.820
C -0.825 0.598 -4.748
C -0.590 0.080 -3.491
C 0.485 -0.780 -3.265
C 1.297 -1.136 -4.341
C 1.045 -0.616 -5.606
N 0.711 -1.174 -1.919
C 1.299 -2.246 -1.608
C 1.625 -2.520 -0.189
C 2.382 -3.627 0.161
C 2.715 -3.819 1.492
C 2.265 -2.907 2.434
C 1.508 -1.828 1.998
N 1.197 -1.627 0.714
H 1.089 -0.054 -7.975
H -1.654 1.268 -4.930
H -1.243 0.307 -2.650
H 2.161 -1.775 -4.184
H 1.713 -0.917 -6.409
H 1.564 -3.011 -2.341
H 2.718 -4.315 -0.608
H 3.325 -4.662 1.791
H 2.491 -3.027 3.485
H 1.135 -1.083 2.699
N -1.589 4.095 -3.554
N -1.746 3.319 -2.411
N -2.924 2.933 -1.968
C -2.571 2.298 -0.851
N -1.242 2.337 -0.643
N -0.726 2.998 -1.674
H -2.145 3.693 -4.293
H -0.602 4.109 -3.774
H -3.274 1.806 -0.194
C 2.129 2.384 2.250
Ge 2.243 1.845 0.374
C 4.056 1.127 0.127
C 5.146 1.931 0.461
C 6.445 1.471 0.288
C 6.675 0.199 -0.224
C 5.600 -0.612 -0.567
C 4.299 -0.147 -0.394
C 2.140 3.488 -0.685
C 1.757 4.631 -0.031
C 1.443 5.819 -0.734
C 1.487 5.840 -2.095
C 1.881 4.684 -2.824
C 1.917 4.691 -4.244
C 2.283 3.576 -4.943
C 2.643 2.397 -4.248
C 2.606 2.360 -2.882
C 2.219 3.499 -2.120
H 2.912 3.118 2.450
H 2.280 1.511 2.886
H 1.149 2.809 2.473
H 4.984 2.931 0.853
H 7.282 2.108 0.551
H 7.690 -0.156 -0.358
H 5.772 -1.603 -0.970
H 3.467 -0.779 -0.674
H 1.682 4.637 1.051
H 1.143 6.702 -0.185
H 1.217 6.737 -2.643
H 1.654 5.607 -4.766
H 2.298 3.591 -6.028
H 2.947 1.517 -4.802
H 2.885 1.447 -2.363
*
```


Q: Which of these has the lowest strongest force on any atom?
A: C34H34As2O6PbS2


Q: Which value of strongest force on any atom does entry 3 give?
A: 0.0460 Eh/bohr


Q: Which formula does entry 3 have?
A: C34H34BCl36F8I2N2O6PS